1.
Here is a 2-piece molecular cluster, C22H48F2I2N3O6P2S2 overall from OMol25. Energies are from ωB97M-V/def2-TZVPD.

```
87
Properties=species:S:1:pos:R:3
I 0.3756 -3.0123 0.0959
I 2.9201 -1.3043 -2.2360
S 1.8916 4.0780 -1.2419
S 3.5094 1.9099 0.9750
P 0.5496 1.6600 -3.1704
P 1.1610 3.6215 2.0221
F 2.7582 3.6773 -2.4269
F 3.9715 3.2788 1.5358
O -3.1113 -0.8674 -4.7414
O 3.7122 1.0040 2.0466
O 0.7326 4.7419 -1.6756
O 0.4428 2.7722 3.2173
O 2.7388 4.5385 -0.2172
O 4.1051 1.7795 -0.3079
N 1.7431 -0.2369 0.3217
N -4.6736 0.1610 -6.9791
N 1.3367 2.4190 -0.6829
C -0.4866 0.7711 1.0604
C -2.4820 -0.4057 -5.9234
C 1.5168 -0.1339 -1.0943
C 1.7806 -1.5638 0.9256
C 3.1788 -2.1984 1.0304
C -0.0524 -1.6334 5.7745
C -3.5352 -1.8372 -7.7677
C 3.3987 -2.8436 2.4018
C -3.0991 -2.2734 -4.5615
C 1.1421 0.6893 -4.5902
C 1.6899 2.1479 0.7713
C -0.3618 4.2642 1.2193
C -3.3577 -0.4402 -7.1829
C -1.0688 0.9585 -2.7112
C 0.4284 -1.8641 7.2040
C -1.9918 -0.9074 4.2859
C 1.8784 -2.3382 7.2774
C -1.4528 -1.0243 5.7127
C -1.1725 -0.2397 1.9906
C 1.0523 0.7797 1.1313
C -1.2695 0.1685 3.4576
C 1.6601 1.2866 -1.6967
H -1.5451 -0.9571 -6.0892
H -3.9384 -1.7658 -8.7763
H -4.5807 1.1358 -6.7120
H 0.3155 2.5287 -0.7119
H -0.8005 0.5424 0.0386
H 2.9335 -2.2585 3.1991
H 3.0046 -3.8588 2.4446
H -2.1195 -1.6803 6.2792
H 0.3042 -0.9424 7.7800
H -0.8927 1.7545 1.2914
H -3.9434 -2.7575 -5.0549
H -2.1692 -2.7121 -4.9372
H 0.5517 -0.5585 -1.3807
H 3.3277 -2.9464 0.2555
H 0.6735 -0.9787 5.2768
H -0.2210 -2.6066 7.6762
H 1.3574 0.5978 2.1598
H 1.0805 2.3866 3.8299
H 2.6891 1.4324 -1.9987
H 1.9552 -3.4014 7.0420
H -2.1855 -0.3916 1.6055
H 4.4639 -2.8868 2.6266
H -0.6962 -1.2158 1.9341
H -4.2374 -2.4286 -7.1797
H -1.7642 1.2066 -3.5124
H -1.1142 4.2942 2.0100
H -5.1221 -0.2916 -6.1879
H -1.8063 1.1165 3.5318
H 1.4122 -1.4389 1.9408
H -2.2206 0.6401 -5.7274
H -1.4397 1.3621 -1.7691
H 0.9040 1.2699 -5.4807
H 0.6838 -0.2972 -4.6690
H -3.1744 -2.4643 -3.4912
H 2.2969 -2.1931 8.2727
H -1.0657 -0.1331 -2.6288
H -3.0544 -0.6604 4.3187
H 2.5020 -1.8016 6.5581
H 3.9031 -1.3964 0.8871
H -0.1588 5.2913 0.9163
H -1.8737 -1.8778 3.7935
H -0.7967 3.7234 0.3822
H -2.5866 -2.3753 -7.8154
H -0.2627 0.3087 3.8607
H -0.0695 -2.5869 5.2349
H 2.2221 0.5639 -4.5411
H -2.8355 0.1682 -7.9286
H -1.4652 -0.0425 6.1962
```

Properties
Orbital gap: 8.1 eV
Total charge: +1


2.
Here is a 5-piece molecular cluster, C22H48N3O8S4 overall from OMol25. Energies are from ωB97M-V/def2-TZVPD.

```
85
Properties=species:S:1:pos:R:3
S 2.3252 1.6807 -0.8236
S 0.4994 -1.0253 5.5334
S 4.2788 3.4513 -5.5847
S -6.3259 -4.5505 -2.5893
O -7.3340 -3.6502 -3.1123
O 2.9011 3.2283 -5.9699
O -0.5264 -2.0276 5.3245
O -6.5060 -5.9869 -2.5678
O 3.4359 1.8364 0.0920
O 0.2004 0.3903 5.5850
O 4.6410 4.2098 -4.4041
O 1.4828 0.5014 -0.8275
N -4.3240 0.7057 2.8979
N -3.1200 0.1285 2.5285
N -0.8709 -1.1765 1.1436
C 6.1907 3.0335 -7.3799
C -4.0262 1.3341 4.2755
C -0.7978 0.3071 1.5076
C -3.2779 -1.2666 1.9670
C -4.3538 -4.1197 -0.9297
C 1.2889 3.1256 -0.7048
C 2.8364 -1.8720 6.4685
C 5.1655 4.0985 -6.9942
C 1.4573 -1.4569 6.9784
C 2.9087 1.9918 -2.4832
C 1.8042 -1.2839 4.3475
C 5.6286 1.6790 -6.9507
C 2.1969 3.2583 -2.9560
C 1.8791 4.0953 -1.7178
C -3.4391 0.2366 5.3640
C 5.1125 1.8771 -5.5333
C -5.8714 -4.0140 -0.9518
C -2.2735 1.0270 1.6554
C -3.8803 -3.5650 -2.2723
C -4.7557 -4.1860 -3.3595
C -1.7661 -1.9725 2.0833
C 3.0833 -1.1286 5.1566
H 1.7194 -0.5604 3.5349
H -2.1261 2.0475 2.2566
H -4.0517 -5.1697 -0.8362
H -5.0773 -0.0158 3.0664
H 5.9389 1.9592 -4.8211
H 6.4042 3.0613 -8.4530
H -4.0250 -1.9449 2.6035
H -4.0010 -2.4749 -2.2794
H 0.9631 -2.2731 7.5114
H 2.8513 -2.9530 6.2835
H 4.8037 1.3939 -7.6146
H 1.2627 2.9887 -3.4636
H 2.8022 4.5358 -1.3226
H 4.4186 1.0969 -5.2158
H 3.9920 2.1339 -2.4405
H -1.7828 -3.1244 1.8770
H -3.2375 2.2185 4.1448
H 1.7056 -2.3016 3.9582
H 0.2729 2.8326 -0.9857
H 3.2712 -0.0680 5.3624
H -3.2266 0.7482 6.4196
H -4.2528 -0.6026 5.5477
H 3.6128 -1.6552 7.2088
H -3.9248 -3.5680 -0.0882
H -2.8214 -3.7790 -2.4478
H -4.9114 -3.4966 -4.1932
H 1.5173 -0.5744 7.6213
H 2.6701 1.1352 -3.1187
H 4.4448 4.2701 -7.7984
H 6.3869 0.8919 -6.9960
H 2.8113 3.8125 -3.6724
H -1.1431 -1.2705 0.1355
H 3.9490 -1.5279 4.6203
H -6.3569 -4.6434 -0.2041
H -2.7155 1.2327 0.5907
H -1.4008 -1.7113 3.1864
H 7.1337 3.2208 -6.8521
H 0.0914 -1.6252 1.2201
H -2.3846 -0.2188 5.0386
H -0.1856 0.8623 0.6652
H -3.6581 -1.2996 0.8527
H 1.1856 4.9101 -1.9455
H 5.6477 5.0399 -6.7189
H 1.3006 3.5110 0.3161
H -4.3322 -5.1249 -3.7266
H -0.1787 0.4039 2.5020
H -6.1955 -2.9752 -0.8381
H -5.0353 1.7373 4.7125
```

Properties
Orbital gap: 8.1 eV
Total charge: +1


3.
Here is a 6-piece molecular cluster, C22H48NO15 overall from OMol25. Energies are from ωB97M-V/def2-TZVPD.

```
86
Properties=species:S:1:pos:R:3
O 6.7468 -5.4309 -1.9070
O 2.3367 -2.2803 3.4436
O -8.0877 1.5887 -2.5474
O 6.7002 -5.2270 -4.1950
O -9.6823 1.9319 -0.9294
O -4.2432 -3.2085 5.0854
O 7.4840 -3.5695 -2.8104
O 4.3232 -1.4809 2.9547
O 9.7685 -0.0542 -1.0256
O 2.5937 -1.0945 1.4926
O 9.0277 1.9643 -1.4741
O -10.1751 2.4289 -3.0113
O -4.0880 -1.0191 5.0041
O 7.7244 0.5768 -0.1877
O -2.4023 -2.2747 4.0765
N -0.9845 0.8114 -0.4474
C 7.7542 -2.7747 -3.9635
C 0.9584 -2.4554 3.1210
C 9.5996 -1.3250 -0.4003
C -2.1190 2.5716 1.0957
C 3.0392 -1.5701 2.5252
C 5.1853 -0.7546 2.0808
C -1.3890 1.1068 1.0008
C -3.4693 -2.1774 4.6624
C -9.2016 1.9467 -2.1982
C 6.1855 -6.7352 -2.0413
C -3.3824 0.1590 4.6188
C -4.2305 1.9520 -0.5830
C 8.0233 2.9698 -1.3547
C -3.2292 3.7802 -2.4040
C -3.7425 2.5568 0.8630
C -4.5671 3.1291 -1.7159
C 6.9514 -4.7873 -3.0839
C -3.7126 -4.4995 4.7918
C -9.8076 2.5017 -4.3875
C -2.6669 5.1265 -1.5861
C 8.7372 0.8056 -0.8304
C -8.7590 1.4442 0.0423
H 6.0651 -7.1562 -1.0394
H -4.2165 1.9403 1.7544
H -2.4050 0.2016 5.1103
H 0.4506 -1.4875 3.0590
H -0.0140 0.4281 -0.4509
H -1.9502 2.9541 2.2140
H 8.7199 -1.8386 -0.8013
H -10.6600 2.9004 -4.9443
H -9.2483 1.4767 1.0196
H 0.8488 -3.0123 2.1847
H -5.2561 3.9334 -1.1658
H -5.2824 1.4259 -0.3798
H 7.0806 2.6278 -1.7939
H 5.1994 -6.6843 -2.5141
H 4.8463 0.2812 1.9772
H -8.9590 3.1795 -4.5250
H -3.5410 1.1195 -1.0317
H -4.4123 -5.2475 5.1745
H -1.5566 3.3710 0.4163
H 5.2447 -1.2435 1.1030
H -1.5550 5.3432 -1.9264
H -8.4859 0.4059 -0.1717
H -9.5764 1.5055 -4.7786
H -0.3575 1.1817 1.5972
H -1.1049 1.6892 -1.0185
H -3.9676 1.0243 4.9417
H 10.4824 -1.9308 -0.6220
H 8.4873 -3.2685 -4.6095
H -1.9963 0.2227 1.5010
H -1.6409 0.0421 -0.7726
H -2.7396 5.0040 -0.4210
H 0.4948 -3.0363 3.9229
H -2.7485 -4.6431 5.2901
H -5.2077 2.6141 -2.5813
H -2.3544 3.0279 -2.6034
H 6.8308 -2.5656 -4.5132
H 6.8560 -7.3872 -2.6104
H -3.6157 -4.6402 3.7104
H -3.5715 4.2065 -3.4653
H 7.8832 3.2530 -0.3065
H -4.0878 3.6995 0.8747
H -3.2722 0.2045 3.5305
H -3.2830 6.0979 -1.8654
H 6.1855 -0.7466 2.5225
H 8.1771 -1.8242 -3.6273
H 8.3602 3.8513 -1.9070
H -7.8685 2.0798 0.0818
H 9.5225 -1.2135 0.6861
```

Properties
Orbital gap: 9.2 eV
Total charge: +1
ΔE to the lowest compared entry with this formula, charge and spin: 3.869 eV


4.
Here is a 6-piece molecular cluster, C22H49Br2Cl2O15S5 overall from OMol25. Energies are from ωB97M-V/def2-TZVPD.

```
95
Properties=species:S:1:pos:R:3
Br 1.1290 1.6858 4.3274
Br -2.1233 2.1848 5.3064
Cl -5.5450 3.2092 1.1840
Cl -3.2202 1.5837 2.1311
S 5.5162 -7.6659 -4.4406
S 0.1517 2.8811 -3.0516
S 2.0431 -2.3238 -2.7039
S 0.7598 -5.3733 3.1625
S -7.0784 7.7414 3.7455
O -0.6556 -5.4988 3.2466
O 2.1434 -2.6024 -4.1017
O 1.3415 3.3602 -3.9850
O -5.7113 8.1220 3.8382
O 1.4584 -5.8287 2.0053
O 0.4317 3.2713 -1.7147
O -0.1898 1.5319 -3.3809
O 4.9085 -8.3453 -5.5347
O 1.1854 -3.8940 3.4712
O 3.0678 -1.5904 -2.0310
O -7.5336 6.8754 2.7148
O -7.9724 9.0582 3.7492
O 4.7318 -7.2147 -3.3417
O 6.7155 -8.5361 -3.8821
O 1.7921 -3.6834 -1.9446
C -2.0762 3.9414 2.9257
C 1.4759 -6.0953 4.5959
C -0.2800 2.2439 3.0273
C -4.1596 3.9715 1.9086
C -0.4252 -2.4842 2.2406
C 2.7491 -4.7512 -2.1596
C 2.8771 1.4539 -4.0138
C 4.0674 -4.5078 -1.4543
C -8.1589 9.6352 1.3598
C 1.0262 -2.8722 2.4413
C 6.4750 -6.3335 -5.0628
C 0.4262 3.0606 1.9679
C -3.1664 3.3023 2.3451
C 6.3906 -9.6648 -3.0395
C -7.6080 7.1011 5.2919
C -7.6928 10.0513 2.7418
C 5.8016 -10.8273 -3.8140
C -1.1972 3.1644 3.7751
C -1.0816 3.9419 -3.7081
C -4.2037 5.4065 1.9838
C 2.6777 2.9105 -3.6644
C 0.4972 -1.5626 -2.3675
H 0.0610 2.8344 1.0011
H 3.3497 3.5300 -4.2536
H 2.5544 -5.9809 4.5503
H 4.8339 -10.5711 -4.2395
H 2.6080 1.2682 -5.0533
H -0.5064 -1.6498 1.5449
H 1.4655 2.8511 2.0273
H -2.0157 3.6805 -3.2169
H -3.2825 5.7589 1.5677
H 1.0650 -5.6065 5.4739
H 4.5843 -3.6421 -1.8686
H 0.3274 4.0898 2.1690
H 1.2045 -7.1478 4.5913
H 6.4554 -11.1085 -4.6386
H 2.8953 3.1072 -2.6139
H -8.0160 10.4525 0.6525
H -8.2261 10.9449 3.0579
H -0.8781 -2.1992 3.1887
H -5.0018 5.8235 1.4179
H -0.8141 4.9712 -3.4917
H 5.7880 -5.6583 -5.5664
H 4.7187 -5.3726 -1.5645
H -1.1588 3.7703 -4.7776
H -7.2924 7.7742 6.0829
H -0.7709 1.3963 2.6333
H -7.6029 8.7738 0.9966
H -8.6883 6.9923 5.2749
H -7.1344 6.1292 5.4069
H 2.2522 0.8142 -3.3986
H -9.2122 9.3579 1.3786
H 5.7249 -9.3435 -2.2376
H -0.2936 -2.1295 -2.8487
H -4.2289 5.7055 3.0048
H 1.5891 -2.0097 2.7883
H -1.0056 -3.3136 1.8387
H 5.6647 -11.6856 -3.1567
H 3.9070 -4.3122 -0.3946
H -2.4306 4.7093 3.5643
H 7.3295 -9.9641 -2.5811
H 2.2875 -5.6457 -1.7639
H 0.5353 -0.5536 -2.7732
H -6.6280 10.2888 2.7463
H 6.9629 -5.8293 -4.2343
H 3.9129 1.1570 -3.8556
H 0.3521 -1.5240 -1.2923
H 2.8919 -4.9049 -3.2298
H -0.5777 3.8655 4.2638
H 7.2012 -6.7247 -5.7689
H 1.4822 -3.2030 1.5078
```

Properties
Orbital gap: 4.4 eV
Total charge: -1


5.
Here is a 2-piece molecular cluster, C22H49BrN5O10P2S overall from OMol25. Energies are from ωB97M-V/def2-TZVPD.

```
90
Properties=species:S:1:pos:R:3
Br 0.8393 4.1565 -0.4498
S 2.1716 0.3255 7.3826
P 2.2419 -1.2911 -0.8009
P 0.5206 2.3459 0.9268
O 1.7867 0.9907 5.9546
O 0.8582 0.0537 -2.5742
O 3.5198 -1.1148 0.2705
O 1.1671 -2.3812 -0.0342
O 7.0183 2.7575 -0.1131
O 1.8782 2.1764 1.9737
O 1.1708 -0.6429 7.7066
O -1.7406 -2.1831 -4.8124
O 2.5630 1.3644 8.2799
O 3.5032 -0.4606 6.8928
N -6.1447 1.5712 -0.8768
N -1.3352 1.8685 -2.4762
N 2.8440 -2.0011 -2.1111
N -2.0171 -4.0239 -3.4283
N -1.1464 0.6922 -0.4169
C 6.1952 1.5735 -0.1642
C -2.9422 0.0288 -2.2361
C 0.3509 0.7279 -0.1158
C 3.5207 -0.5042 5.4652
C -0.4669 -0.4211 -2.6866
C -3.0693 -4.3601 -4.4438
C 2.5422 1.3494 -1.6724
C 5.0658 1.7120 -1.3125
C -4.0332 1.2193 -2.3466
C -0.7075 -1.9853 -2.5310
C -1.4785 0.5046 -1.8590
C -5.4611 0.6570 -1.8481
C 2.8466 0.7844 5.0265
C -1.1089 0.4195 4.0951
C 1.3621 0.3766 -1.2537
C 3.5940 1.8582 -0.6453
C -1.9416 -0.1498 0.5568
C -3.2205 0.6921 1.0795
C -0.8390 -4.8905 -3.8026
C -1.5152 -2.6510 -3.6961
C -2.6691 0.5968 3.7008
C -2.8644 1.5195 2.4210
H -2.2367 -1.1587 0.1440
H 1.7496 -3.0332 0.4089
H -0.7682 -0.2065 -3.7700
H -3.5965 -5.3288 -4.1779
H -3.7724 2.1176 -1.7226
H -1.5093 1.6555 -0.2231
H -1.3964 -0.3773 1.5250
H -1.4968 1.8076 -3.4827
H 2.0629 2.2062 -2.2548
H -3.8630 -3.5555 -4.4211
H 6.7975 0.6293 -0.3827
H -5.9936 1.2351 0.0778
H -3.1224 1.1645 4.5795
H 0.5321 -0.0432 0.7116
H -4.0638 0.0049 1.3728
H 2.9464 -1.3791 5.1471
H 5.7459 1.4187 0.8639
H 2.4512 -2.9506 -2.1874
H -2.8614 -0.3415 -3.3154
H -1.3128 -2.1420 -1.5798
H 3.5105 2.9784 -0.4450
H -2.0236 2.2630 2.2515
H 3.6836 1.3659 0.3567
H 2.3256 3.0471 2.0391
H -6.1522 0.4630 -2.7327
H 3.1064 0.7799 -2.4876
H 6.7990 3.1700 0.7384
H 5.3121 2.6708 -1.8691
H 3.5342 1.6319 5.0974
H -0.4742 1.0758 3.4104
H -3.3450 -0.8543 -1.6674
H -0.6102 -4.8404 -4.9176
H -3.5647 1.4685 0.3394
H -0.8396 -0.6496 3.7952
H 0.1144 -4.5420 -3.2873
H -0.4090 2.2535 -2.2704
H -4.1868 1.5518 -3.4123
H -0.9896 -5.9642 -3.4568
H 0.2879 -2.5318 -2.4656
H -3.2055 -0.3924 3.6333
H -5.3769 -0.3404 -1.3134
H 5.1694 0.7848 -1.9433
H 4.3659 -1.3421 -0.1632
H -0.9026 0.6289 5.1797
H -2.6591 -4.4923 -5.4867
H -3.7863 2.1619 2.6244
H 4.5413 -0.5872 5.0944
H -5.8274 2.5358 -0.9916
H 2.4518 0.7218 4.0126
```

Properties
Orbital gap: 8.2 eV
Total charge: +1


| no. | largest force on an atom (eV/Å) | calculated total energy (eV) |
| --- | --- | --- |
| 1 | 1.15 | -102223.4694 |
| 2 | 3.68 | -87772.6624 |
| 3 | 2.99 | -55785.5352 |
| 4 | 4.42 | -273625.0173 |
| 5 | 4.86 | -150978.6020 |